Entry 1:
A structure of composition C33H20Cl5F6IrNO5P2S4 in a non-equilibrium geometry. Source: OMol25; level of theory: ωB97M-V/def2-TZVPD.

## Properties
Orbital gap (alpha / beta), eV: 7.267 / 5.543
Expectation value of S²: 8.780
DFT total energy, Eh: -6980.25547
LUMO (alpha / beta), eV: -0.144 / -3.009
Spin multiplicity: 6
Highest occupied orbital energy (alpha / beta), eV: -7.41 / -8.55

Each line ends with the Mulliken charge.
Positions of all 77 atoms, in Å:
Ir  0.969  -2.260  0.017  2.003
S  -1.662  -2.427  0.033  -0.649
P  -1.790  -0.405  0.022  2.338
C  -0.258  0.596  0.249  -1.214
P  0.538  0.201  1.890  2.106
S  0.924  -1.729  2.435  -0.680
C  2.066  1.150  2.103  0.389
C  2.731  1.737  1.039  -0.587
C  3.903  2.437  1.267  -0.466
C  4.394  2.557  2.557  -0.636
C  3.737  1.951  3.618  -0.696
C  2.576  1.236  3.398  -0.625
C  -0.553  0.877  3.184  0.173
C  -1.163  0.070  4.133  -0.427
C  -1.951  0.643  5.116  -0.738
C  -2.121  2.016  5.162  -0.452
C  -1.500  2.822  4.222  -0.818
C  -0.718  2.258  3.232  -0.632
C  -2.608  0.126  -1.510  0.096
C  -1.936  0.690  -2.585  -0.196
C  -2.648  1.039  -3.720  -0.868
C  -4.015  0.830  -3.785  -0.644
C  -4.680  0.248  -2.716  -0.692
C  -3.980  -0.112  -1.582  -0.721
C  -2.931  0.151  1.317  0.116
C  -3.544  -0.736  2.189  -0.312
C  -4.461  -0.259  3.109  -0.746
C  -4.768  1.090  3.148  -0.483
C  -4.157  1.975  2.271  -0.846
C  -3.238  1.508  1.352  -0.407
H  2.328  1.628  0.050  0.354
H  4.425  2.889  0.439  0.496
H  5.295  3.126  2.730  0.410
H  4.139  2.042  4.616  0.410
H  2.057  0.747  4.212  0.423
H  -1.011  -0.999  4.101  0.358
H  -2.427  0.019  5.857  0.455
H  -2.739  2.458  5.928  0.448
H  -1.617  3.894  4.270  0.461
H  -0.224  2.876  2.495  0.451
H  -0.872  0.855  -2.529  0.536
H  -2.122  1.463  -4.560  0.534
H  -4.566  1.105  -4.674  0.402
H  -5.741  0.060  -2.780  0.416
H  -4.479  -0.588  -0.750  0.433
H  -3.298  -1.787  2.133  0.430
H  -4.941  -0.943  3.792  0.460
H  -5.487  1.456  3.866  0.435
H  -4.405  3.026  2.303  0.450
H  -2.757  2.182  0.655  0.391
Cl  1.930  -5.621  -6.417  -0.193
C  1.459  -4.524  -5.202  0.299
C  1.487  -4.917  -3.862  0.071
Cl  1.943  -6.503  -3.447  -0.201
C  1.141  -4.016  -2.868  0.578
Cl  1.199  -4.469  -1.223  -0.189
C  0.707  -2.712  -3.180  -1.394
O  0.370  -1.859  -2.263  -0.075
C  0.653  -2.349  -4.545  0.836
Cl  0.086  -0.792  -4.916  -0.125
C  1.058  -3.227  -5.539  0.026
Cl  1.063  -2.749  -7.177  -0.194
F  5.134  -0.511  0.707  -0.205
C  5.084  -0.880  -0.577  0.481
F  6.174  -1.596  -0.837  -0.209
F  5.133  0.229  -1.314  -0.185
S  3.476  -1.822  -0.859  0.940
O  3.314  -2.518  0.398  -0.704
O  3.608  -2.645  -2.011  -0.541
N  2.428  -0.638  -0.902  -0.607
S  1.710  -0.222  -2.312  1.438
O  2.564  -0.688  -3.373  -0.688
O  0.443  0.863  -0.770  -0.436
C  2.208  1.760  -2.581  0.388
F  3.519  1.970  -2.574  -0.163
F  1.745  1.923  -3.830  -0.230
F  1.650  2.724  -1.846  -0.157

Entry 2:
A cluster of 15 separate species, C2H33NO14 in total in a non-equilibrium geometry. Source: OMol25; level of theory: ωB97M-V/def2-TZVPD.

## Properties
Orbital gap, eV: 6.215
DFT total energy, Eh: -1204.01376
ΔE to the lowest compared entry with this formula, charge and spin, eV: 2.407
LUMO, eV: -0.318
Highest occupied orbital energy, eV: -6.53

Each line ends with the Mulliken charge.
Positions of all 50 atoms, in Å:
C  -2.190  1.105  -1.480  -1.001
C  -0.123  0.991  -0.539  -1.152
N  -1.218  1.729  -0.859  -0.167
H  -2.840  -1.523  0.345  0.498
H  -2.246  0.074  -1.800  0.404
H  -2.982  1.726  -1.897  0.150
H  0.756  1.337  -0.016  0.348
H  -0.043  -0.080  -0.693  0.487
H  0.358  2.366  3.242  0.314
H  -1.100  1.922  3.255  0.318
O  -0.525  2.647  3.519  -0.589
H  -0.930  -1.430  -2.959  0.379
H  -0.164  -2.844  -2.610  0.286
O  -0.982  -2.352  -2.691  -0.715
H  2.164  -2.113  3.256  0.271
H  2.319  -1.468  1.859  0.385
O  1.743  -2.058  2.387  -0.616
H  0.096  -3.078  0.018  0.347
H  -0.288  -3.584  1.368  0.239
O  -0.585  -2.929  0.714  -0.595
H  1.660  -4.755  -0.829  0.286
H  1.586  -3.386  -1.523  0.392
O  1.027  -4.114  -1.171  -0.677
H  -1.607  3.206  0.098  0.516
H  -2.149  3.738  1.483  0.300
O  -1.753  4.030  0.646  -0.776
H  2.508  0.240  0.643  0.402
H  3.958  -0.096  1.037  0.279
O  3.186  -0.451  0.594  -0.710
H  0.911  4.251  -0.579  0.273
H  -0.126  4.633  0.487  0.426
O  0.836  4.622  0.305  -0.764
H  2.736  -1.789  -2.990  0.287
H  2.589  -1.236  -1.528  0.289
O  2.438  -2.002  -2.102  -0.633
H  -2.126  -2.313  -1.438  0.509
H  -2.326  -3.279  -0.342  0.377
O  -2.783  -2.508  -0.714  -0.682
H  0.277  0.645  -3.481  0.332
H  -1.215  0.494  -4.015  0.337
O  -0.286  0.335  -4.199  -0.676
H  -1.571  -0.763  1.423  0.556
H  -2.678  0.147  0.564  0.362
O  -2.516  -0.720  0.986  -0.508
H  1.541  3.837  1.655  0.453
H  2.676  3.791  2.786  0.275
O  1.843  3.399  2.482  -0.659
H  -0.078  0.527  1.319  0.268
H  0.532  -0.725  1.962  0.368
O  -0.309  -0.196  2.022  -0.791

Entry 3:
A cluster of 2 separate species, C12H18Cl3O6 in total in a non-equilibrium geometry. Source: OMol25; level of theory: ωB97M-V/def2-TZVPD.

## Properties
Orbital gap, eV: 6.686
DFT total energy, Eh: -2299.83553
LUMO, eV: 2.326
Charge: -1
Highest occupied orbital energy, eV: -4.36

Each line ends with the Mulliken charge.
Positions of all 39 atoms, in Å:
C  6.478  -1.942  0.435  -0.908
C  5.942  -0.379  0.574  -0.286
O  4.480  -0.393  0.876  -0.343
C  3.895  0.765  0.126  -0.348
C  2.581  1.417  0.901  -0.631
C  1.160  0.991  0.198  -0.390
C  -0.126  1.870  0.754  -0.529
C  -1.412  0.927  1.197  -0.782
C  -1.862  -0.172  0.067  0.318
O  -2.916  0.220  -0.923  -0.323
C  -3.081  -1.076  -1.660  0.493
O  -3.591  -1.083  -2.903  -0.589
O  -2.589  -2.227  -0.833  -0.333
C  -2.507  -1.606  0.530  -0.008
C  -4.066  -1.698  1.024  0.344
O  -4.922  -0.685  1.172  -0.634
O  -4.586  -3.054  1.377  -0.747
H  6.230  -2.477  1.468  0.247
H  7.643  -1.860  0.233  0.304
H  5.973  -2.472  -0.479  0.251
H  6.534  0.168  1.445  0.254
H  6.193  0.152  -0.454  0.303
H  3.672  0.454  -0.986  0.266
H  4.698  1.647  0.084  0.266
H  2.502  1.086  2.038  0.230
H  2.670  2.592  0.827  0.302
H  0.901  -0.145  0.451  0.199
H  1.170  1.044  -0.986  0.282
H  0.294  2.524  1.656  0.370
H  -0.461  2.662  -0.071  0.261
H  -2.317  1.680  1.383  0.306
H  -1.149  0.480  2.249  0.312
H  -1.006  -0.532  -0.684  0.200
H  -1.814  -2.190  1.296  0.376
C  -6.830  0.619  -2.420  0.584
Cl  -6.260  1.477  -3.862  -0.148
Cl  -7.675  1.730  -1.329  -0.144
Cl  -7.886  -0.729  -2.875  -0.145
H  -5.961  0.214  -1.895  -0.180

Entry 4:
An isolated molecule of H3OP in a non-equilibrium geometry. Source: OMol25; level of theory: ωB97M-V/def2-TZVPD.

## Properties
Orbital gap (alpha / beta), eV: 6.822 / 8.398
Expectation value of S²: 2.008
DFT total energy, Eh: -418.19086
ΔE to the lowest compared entry with this formula, charge and spin, eV: 1.476
LUMO (alpha / beta), eV: 1.048 / -3.190
Spin multiplicity: 3
Highest occupied orbital energy (alpha / beta), eV: -5.77 / -11.59

Each line ends with the Mulliken charge.
Positions of all 5 atoms, in Å:
O  0.333  -0.725  -0.961  -0.543
P  -0.063  -0.130  0.744  0.066
H  1.157  -1.186  -0.742  0.369
H  0.943  0.766  0.824  0.042
H  -0.746  1.090  0.556  0.065

Entry 5:
The ion C4H12NOS with charge +1 in a non-equilibrium geometry. Source: OMol25; level of theory: ωB97M-V/def2-TZVPD.

## Properties
Orbital gap, eV: 10.207
DFT total energy, Eh: -687.53672
ΔE to the lowest compared entry with this formula, charge and spin, eV: 0.239
LUMO, eV: -3.107
Charge: +1
Highest occupied orbital energy, eV: -13.31
SMILES: [NH3+][C@H](CO)CCS

Each line ends with the Mulliken charge.
Positions of all 19 atoms, in Å:
C  -0.023  0.921  -2.066  -0.760
O  0.864  0.291  -3.001  -0.543
C  -0.158  -0.072  -0.914  0.146
C  -1.114  0.467  0.124  -0.909
C  -1.304  -0.505  1.337  -0.733
S  0.191  -0.395  2.382  -0.282
N  1.239  -0.263  -0.411  -0.236
H  -0.988  1.103  -2.536  0.355
H  0.413  1.871  -1.753  0.428
H  1.352  0.925  -3.518  0.328
H  -0.526  -1.002  -1.320  0.304
H  -2.098  0.377  -0.295  0.399
H  -0.947  1.478  0.482  0.424
H  -1.434  -1.506  0.938  0.386
H  -2.085  -0.104  1.937  0.446
H  -0.209  -1.029  3.492  0.191
H  1.856  -0.434  -1.211  0.407
H  1.514  0.591  0.075  0.379
H  1.307  -0.997  0.304  0.269

Entry 6:
A cluster of 3 separate species, C17H15BN2O14S in total in a non-equilibrium geometry. Source: OMol25; level of theory: ωB97M-V/def2-TZVPD.

## Properties
Orbital gap, eV: 8.147
DFT total energy, Eh: -2242.61703
LUMO, eV: -2.031
Highest occupied orbital energy, eV: -10.18
SMILES: N#CO[C@]1(O)OS(=O)(=O)O[C@@]1(CON=O)CB(O)O.O=C1C=CC(=O)C=C1.O=C1C=CC(=O)C=C1

Each line ends with the Mulliken charge.
Positions of all 50 atoms, in Å:
N  2.040  -2.264  1.130  -0.478
C  1.780  -2.307  0.009  0.549
O  1.306  -2.320  -1.209  -0.460
C  0.543  -1.158  -1.590  0.211
O  0.338  -1.307  -2.923  -0.509
O  1.350  0.015  -1.408  0.016
S  0.853  0.955  -0.183  1.302
O  1.771  1.018  0.888  -0.608
O  0.375  2.146  -0.775  -0.578
O  -0.256  -0.086  0.322  -0.208
C  -0.761  -0.866  -0.768  1.817
C  -1.373  -2.174  -0.275  -1.792
O  -1.447  -3.136  -1.316  -0.233
N  -2.744  -3.123  -1.982  0.222
O  -3.477  -3.865  -1.482  -0.284
C  -1.674  -0.052  -1.697  -1.360
B  -2.848  0.743  -0.970  0.787
O  -2.876  1.116  0.354  -0.670
O  -3.891  1.129  -1.762  -0.533
H  0.945  -1.971  -3.273  0.442
H  -0.766  -2.566  0.541  0.575
H  -2.367  -2.010  0.149  0.638
H  -1.113  0.657  -2.307  0.380
H  -2.129  -0.748  -2.403  0.386
H  -2.527  0.443  0.950  0.274
H  -4.600  1.503  -1.227  0.295
C  -2.352  0.821  5.404  -0.397
C  -2.053  0.413  4.173  -0.215
C  -2.789  -0.705  3.540  0.246
O  -2.513  -1.079  2.414  -0.452
C  -3.867  -1.356  4.318  -0.396
C  -4.167  -0.949  5.548  -0.387
C  -3.433  0.173  6.189  0.292
O  -3.708  0.544  7.308  -0.534
H  -1.829  1.635  5.888  0.437
H  -1.269  0.870  3.583  0.497
H  -4.388  -2.171  3.831  0.418
H  -4.951  -1.408  6.137  0.404
C  6.208  2.019  -3.798  -0.466
C  6.072  2.978  -2.886  -0.432
C  4.925  2.989  -1.943  0.263
O  4.801  3.865  -1.115  -0.537
C  3.937  1.886  -2.056  -0.282
C  4.074  0.929  -2.968  0.023
C  5.219  0.918  -3.910  0.199
O  5.343  0.042  -4.740  -0.550
H  7.036  1.993  -4.495  0.413
H  6.781  3.790  -2.787  0.417
H  3.108  1.910  -1.360  0.404
H  3.364  0.119  -3.068  0.454

What is the DFT total energy in the third record? -2299.83553 Eh

What is the formula in the second record? C2H33NO14

The lowest DFT total energy belongs to which entry? C33H20Cl5F6IrNO5P2S4